Formula: C37H65IN16O3SSi2
Source: the Open Molecules 2025 dataset
Level of theory: ωB97M-V/def2-TZVPD

The geometry in ORCA input format:
```
! wB97M-V def2-TZVPD RIJCOSX def2/J DEFGRID3
* xyz 0 1
C -5.19 1.89 -0.34
C -4.86 2.09 -1.84
S -3.50 3.27 -2.18
C -3.68 4.69 -1.03
Si -2.17 4.84 0.14
C -2.79 5.27 1.90
C -2.70 4.16 2.97
O -2.54 4.47 4.07
I -2.93 2.05 2.57
O -1.10 3.55 0.07
Si 0.54 4.04 0.10
C 0.89 4.55 1.91
N 2.26 5.12 1.93
C 1.75 2.65 -0.33
C 1.10 1.26 -0.35
O 0.11 1.15 -1.37
C 2.15 0.14 -0.59
N 1.82 -1.12 0.10
H -4.55 1.08 0.05
H -6.24 1.64 -0.17
H -4.94 2.76 0.28
H -5.77 2.46 -2.31
H -4.55 1.10 -2.22
H -4.60 4.65 -0.43
H -3.72 5.63 -1.60
H -1.41 6.03 -0.32
H -2.18 6.10 2.27
H -3.84 5.60 1.82
H 0.82 5.15 -0.84
H 0.12 5.25 2.26
H 0.84 3.60 2.48
H 2.36 5.75 2.73
H 2.91 4.37 2.11
H 2.51 2.64 0.46
H 2.27 2.83 -1.28
H 0.63 1.02 0.62
H -0.77 1.14 -0.96
H 2.12 -0.06 -1.68
H 3.16 0.50 -0.36
H 0.81 -1.22 0.18
H 2.13 -1.87 -0.51
C 2.04 5.74 -3.76
C 3.07 4.87 -3.18
N 3.88 4.20 -2.73
H 1.24 5.89 -3.04
H 2.48 6.71 -4.01
H 1.64 5.29 -4.66
C 5.76 -1.14 -2.71
C 4.74 -2.16 -2.40
N 3.96 -2.95 -2.15
H 5.88 -1.05 -3.78
H 5.45 -0.19 -2.30
H 6.72 -1.43 -2.27
C -4.84 8.93 -0.23
C -3.49 8.66 0.27
N -2.43 8.45 0.65
H -5.45 9.35 0.57
H -4.80 9.64 -1.06
H -5.30 8.01 -0.58
C -8.26 -0.31 -1.40
C -7.76 0.19 -2.69
N -7.36 0.57 -3.69
H -7.49 -0.87 -0.89
H -8.56 0.54 -0.77
H -9.12 -0.94 -1.56
C 3.57 -2.20 2.65
C 5.02 -2.14 2.89
N 6.14 -2.09 3.08
H 3.03 -1.75 3.48
H 3.32 -1.67 1.73
H 3.26 -3.24 2.55
C 2.76 -6.02 0.63
C 2.06 -6.50 1.82
N 1.51 -6.87 2.75
H 2.45 -5.00 0.40
H 3.84 -6.04 0.80
H 2.53 -6.66 -0.22
C 0.25 -4.48 -3.86
C 0.55 -4.62 -2.43
N 0.79 -4.71 -1.32
H -0.45 -3.66 -4.02
H 1.17 -4.28 -4.41
H -0.19 -5.40 -4.24
C 6.35 -6.40 -1.84
C 5.33 -7.43 -1.64
N 4.53 -8.23 -1.48
H 6.79 -6.13 -0.88
H 7.14 -6.79 -2.49
H 5.91 -5.52 -2.29
C 1.95 -8.93 5.35
C 1.25 -9.41 6.55
N 0.70 -9.78 7.48
H 1.65 -7.91 5.12
H 3.03 -8.95 5.52
H 1.72 -9.57 4.51
C -2.13 -1.69 0.41
C -2.75 -1.00 -0.73
N -3.23 -0.47 -1.62
H -2.38 -1.19 1.34
H -2.49 -2.72 0.46
H -1.05 -1.70 0.29
C 7.78 3.85 -3.46
C 7.10 2.55 -3.54
N 6.58 1.53 -3.59
H 8.18 4.11 -4.44
H 7.07 4.61 -3.15
H 8.59 3.80 -2.74
C -12.36 -2.61 -0.72
C -10.91 -2.53 -0.47
N -9.79 -2.48 -0.28
H -12.89 -2.15 0.10
H -12.60 -2.09 -1.64
H -12.66 -3.65 -0.81
C 2.78 -13.18 3.85
C 3.25 -11.82 3.52
N 3.61 -10.77 3.27
H 1.71 -13.16 4.05
H 2.99 -13.85 3.03
H 3.30 -13.54 4.74
C 0.49 9.67 2.14
C 1.54 8.84 2.73
N 2.36 8.19 3.19
H -0.32 9.81 2.85
H 0.90 10.65 1.87
H 0.10 9.20 1.24
*
```

Values from the calculation:
frontier orbital gap: 0.2980 Eh

Formula: C37H66Br16N3O4P
Source: the Open Molecules 2025 dataset
Level of theory: ωB97M-V/def2-TZVPD

The geometry in ORCA input format:
```
! wB97M-V def2-TZVPD RIJCOSX def2/J DEFGRID3
* xyz 0 1
C 4.12 -1.36 2.75
C 3.28 -0.03 2.19
N 2.57 -0.39 0.91
C 2.26 0.82 0.04
C 3.52 1.61 -0.66
C 4.88 0.72 -0.85
C 6.09 1.12 0.19
C 7.59 1.13 -0.45
O 7.77 0.33 -1.66
C 8.90 -0.60 -1.56
C 8.62 -2.14 -2.15
O 10.13 -0.32 -1.10
O 1.88 1.81 1.10
C 0.46 2.21 1.16
O -0.29 2.59 2.20
C 0.07 2.12 -0.46
C 0.62 3.56 -1.00
N -0.41 4.21 -1.95
C 0.83 0.72 -0.82
C -0.15 -0.56 -0.34
C -1.65 -0.32 0.35
C -2.40 -1.76 0.66
C -1.81 -3.24 0.34
N -0.46 -3.38 -0.26
C 0.27 -2.12 -0.56
P 1.01 0.22 -2.70
C 2.67 -0.74 -2.97
C 1.15 1.74 -3.83
C -0.36 2.11 -4.42
H 4.41 -1.20 3.89
H 5.05 -1.53 2.06
H 3.34 -2.26 2.67
H 4.08 0.83 2.10
H 2.55 0.26 3.09
H 3.03 -1.16 0.38
H 3.79 2.63 -0.11
H 3.16 1.94 -1.74
H 4.73 -0.44 -0.77
H 5.25 0.93 -1.96
H 5.88 2.18 0.69
H 6.07 0.32 1.07
H 8.33 0.80 0.43
H 7.87 2.28 -0.66
H 8.65 -2.94 -1.30
H 9.43 -2.31 -2.99
H 7.57 -2.12 -2.72
H -1.10 2.23 -0.66
H 1.71 3.58 -1.42
H 0.64 4.29 -0.05
H -0.85 5.03 -1.46
H 0.04 4.49 -2.85
H -2.10 0.74 0.58
H -3.50 -1.70 1.12
H -2.47 -4.20 0.59
H 1.34 -2.27 -1.06
H 3.02 -1.17 -1.93
H 3.52 -0.01 -3.33
H 2.51 -1.61 -3.75
H 1.77 1.40 -4.79
H 1.72 2.66 -3.40
H -1.15 2.16 -3.54
H -0.71 1.36 -5.27
H -0.35 3.18 -4.93
Br -3.64 4.71 -2.40
C -4.57 4.49 -0.70
C -3.60 4.25 0.43
Br -2.93 2.42 0.41
H -5.29 3.68 -0.83
H -5.11 5.43 -0.55
H -4.10 4.36 1.40
H -2.73 4.91 0.40
Br -0.45 -2.21 5.35
C -2.31 -2.77 5.52
C -2.84 -3.31 4.21
Br -3.25 -1.87 2.96
H -2.87 -1.91 5.89
H -2.30 -3.55 6.28
H -3.79 -3.83 4.37
H -2.14 -3.99 3.70
Br -6.77 -6.51 4.00
C -6.09 -5.71 2.36
C -5.01 -6.56 1.73
Br -3.32 -6.38 2.68
H -5.74 -4.70 2.61
H -6.95 -5.63 1.70
H -4.80 -6.23 0.71
H -5.26 -7.63 1.72
Br 4.70 -3.43 -3.81
C 4.68 -4.86 -2.48
C 3.37 -5.62 -2.51
Br 1.96 -4.60 -1.62
H 4.90 -4.40 -1.51
H 5.51 -5.52 -2.76
H 3.45 -6.55 -1.93
H 3.02 -5.84 -3.52
Br -1.83 6.17 -5.09
C -1.15 6.98 -6.73
C -0.07 6.12 -7.36
Br 1.62 6.30 -6.41
H -0.81 7.98 -6.47
H -2.02 7.05 -7.39
H 0.14 6.45 -8.38
H -0.32 5.05 -7.37
Br -4.85 9.32 -5.39
C -5.79 8.28 -4.03
C -5.81 9.00 -2.71
Br -4.09 8.87 -1.81
H -5.31 7.30 -3.99
H -6.81 8.16 -4.42
H -6.53 8.53 -2.02
H -6.05 10.07 -2.80
Br 5.63 -4.94 6.94
C 4.21 -3.61 6.82
C 2.92 -4.23 6.35
Br 2.95 -4.55 4.43
H 4.57 -2.81 6.17
H 4.10 -3.22 7.84
H 2.08 -3.54 6.51
H 2.69 -5.18 6.83
Br -9.65 -4.21 3.57
C -10.59 -5.24 4.93
C -10.61 -4.52 6.26
Br -8.89 -4.65 7.16
H -10.11 -6.22 4.98
H -11.61 -5.37 4.54
H -11.33 -4.99 6.94
H -10.85 -3.46 6.17
*
```

Values from the calculation:
frontier orbital gap: 0.2809 Eh